No. 1
Formula: C14H15IrN4O2
Source: OMol25
Level of theory: wB97M-V/def2-TZVPD

Summary:
LUMO level (spin up / spin down) in eV: -8.70 / -8.70
E_HOMO (spin up / spin down) in eV: -15.597 / -15.596
Energy relative to the best compared isomer or geometry (same formula, charge and spin) in kJ/mol: 11.97

ORCA input file:
```
! RIJCOSX wB97M-V def2-TZVPD def2/J DEFGRID3
* xyz 2 1
Ir 0.89958 0.55607 0.04699
C -0.20724 2.79247 -3.53204
C -1.53212 3.09280 -3.26126
C -2.10815 2.63144 -2.08703
C -1.34499 1.88716 -1.20735
N -0.05258 1.61855 -1.47243
C 0.50266 2.04981 -2.61117
C -1.85683 1.29875 0.03459
C -3.16416 1.43030 0.46478
C -3.58251 0.79259 1.61992
C -2.67610 0.02428 2.33460
C -1.38134 -0.06865 1.88077
N -0.97898 0.56322 0.76412
H 0.27384 3.12306 -4.44104
H -2.11801 3.67431 -3.96024
H -3.14346 2.84973 -1.87406
H 1.53523 1.77706 -2.78365
H -3.85919 2.02472 -0.10806
H -4.60662 0.89085 1.95448
H -2.95844 -0.49834 3.23687
H -0.64167 -0.63829 2.41976
C 2.61413 -2.68728 2.30386
C 2.05220 -1.72226 1.32822
N 1.66743 -0.52032 1.60406
O 1.67851 -0.14140 2.93010
C 1.91700 -2.06981 -0.09142
C 2.42660 -3.33848 -0.68744
N 1.33380 -1.15795 -0.83977
O 1.17663 -1.13405 -2.05508
H 2.42738 -2.37839 3.32636
H 3.69472 -2.75714 2.14978
H 2.20012 -3.68020 2.13184
H 2.14311 0.70840 2.98077
H 3.48254 -3.47438 -0.44937
H 2.30393 -3.32345 -1.76613
H 1.88301 -4.19520 -0.28433
*
```

---

No. 2
Formula: C14H15IrN4O3
Source: OMol25
Level of theory: wB97M-V/def2-TZVPD

Summary:
<S²>: 8.79
LUMO level (spin up / spin down) in eV: -3.57 / -6.62
E_HOMO (spin up / spin down) in eV: -9.788 / -12.683

ORCA input file:
```
! RIJCOSX wB97M-V def2-TZVPD def2/J DEFGRID3
* xyz 1 6
Ir 0.00000 0.00000 0.00000
N 1.10759 0.04983 -1.67463
C 0.18602 0.98130 -2.29031
C -0.17083 2.08926 -1.30060
O 0.17723 3.25288 -1.51863
N -0.92728 1.60780 -0.30682
C -0.76011 2.29873 0.98778
C -0.11483 1.46299 2.12111
O -0.16815 2.01367 3.27273
O 0.39116 0.33973 1.83315
H 2.04105 0.46496 -1.45541
H 1.18953 -0.88269 -2.14012
H -0.72765 0.47281 -2.61820
H 0.64714 1.42984 -3.17686
H -1.75109 2.59802 1.35638
H -0.17805 3.22754 0.92261
C -1.73697 -4.02379 -0.02949
C -0.59320 -4.74887 0.26056
C 0.61839 -4.07853 0.45246
C 0.67948 -2.68235 0.35288
N -0.46147 -1.98541 0.06565
C -1.62108 -2.65247 -0.11597
C 1.96191 -1.90500 0.55056
C 3.18324 -2.52383 0.84782
C 4.34014 -1.75850 1.02101
C 4.27310 -0.38074 0.89693
C 3.04655 0.17684 0.60352
N 1.91753 -0.54336 0.43236
H -2.69197 -4.51209 -0.18396
H -0.63653 -5.83167 0.33861
H 1.49228 -4.67714 0.67765
H -2.48004 -2.02695 -0.34029
H 3.27255 -3.59802 0.95207
H 5.28538 -2.24206 1.25144
H 5.15077 0.24184 1.02495
H 2.92706 1.25060 0.49318
H 0.84815 -1.47299 0.29009
*
```

---

No. 3
Formula: C14H15N11O
Source: OMol25
Level of theory: wB97M-V/def2-TZVPD

Summary:
LUMO level in eV: -0.14
E_HOMO in eV: -8.623
Energy relative to the best compared isomer or geometry (same formula, charge and spin) in kJ/mol: 10.87

ORCA input file:
```
! RIJCOSX wB97M-V def2-TZVPD def2/J DEFGRID3
* xyz 0 1
N 1.39702 -1.47352 -0.48091
N 1.46322 -1.55052 -1.77742
N 0.73382 -1.22362 -5.95282
N -1.26450 -0.40249 1.81564
N -0.89193 -0.17331 3.08375
N -1.00174 -1.07438 -4.44017
N 2.07249 0.53183 7.26086
O -0.67368 -1.05168 -5.82236
C 1.18526 -1.36969 -4.79534
C -0.13337 -0.47024 1.12372
C 0.40225 -0.29293 3.31214
C 0.11263 -1.18849 -3.82791
C 0.20024 -0.82979 -0.26350
C -0.52463 -0.62337 -1.48291
C 0.92565 1.07326 6.78055
C 2.62899 -0.39315 6.51645
C 0.38172 0.89383 5.53740
C 2.11602 -0.69556 5.15745
C 0.94343 -0.01537 4.65118
N 2.60379 -1.45912 -4.69016
N 0.92082 -0.49410 2.06808
N 0.40392 -1.08295 -2.37862
N -2.02208 1.15135 -2.56319
C -1.25106 2.36626 -2.07692
C -3.36016 1.42635 -3.13742
C -1.94616 -0.07570 -1.72915
H 0.49499 1.76500 7.52066
H 3.58364 -0.91162 6.79438
H -0.54146 1.45939 5.37476
H 2.45474 -1.56552 4.66311
H 3.00776 -1.73071 -5.53063
H 3.04659 -1.84656 -3.84613
H 1.80168 -0.78684 1.93573
H -1.77147 2.95583 -1.27198
H -0.26405 2.09480 -1.70688
H -1.06060 3.12474 -2.84599
H -4.14075 1.76606 -2.35872
H -3.37563 2.26144 -3.78219
H -3.72106 0.57304 -3.76909
H -2.52345 -0.84726 -2.25243
H -2.41289 0.18531 -0.81301
*
```

---

No. 4
Formula: C14H15NO4S
Source: OMol25
Level of theory: wB97M-V/def2-TZVPD

Summary:
LUMO level in eV: 0.70
E_HOMO in eV: -7.806
Energy relative to the best compared isomer or geometry (same formula, charge and spin) in kJ/mol: 157.49

ORCA input file:
```
! RIJCOSX wB97M-V def2-TZVPD def2/J DEFGRID3
* xyz 0 1
C -0.19547 3.23834 1.38558
H -0.98903 3.24095 0.64269
H 0.53779 4.01866 1.16967
H -0.60428 3.41021 2.38414
O 0.40568 1.95823 1.30936
C 1.49882 1.77401 2.06557
O 1.93800 2.64810 2.79760
C 2.06376 0.44238 1.96607
C 3.03812 0.03745 2.86986
N 3.67955 0.82949 3.74804
H 4.17267 0.42402 4.52375
H 3.29191 1.76634 3.82350
S 3.40497 -1.64900 2.70622
C 2.25892 -1.80040 1.41206
C 1.63819 -0.63400 1.11455
C 0.68361 -0.51646 0.00652
C 0.87242 0.42815 -0.99706
C -0.00617 0.49536 -2.05783
C -1.09746 -0.36170 -2.14463
C -1.31601 -1.28862 -1.11685
C -0.41002 -1.36751 -0.06848
H -0.58926 -2.09723 0.70653
O -2.38416 -2.16488 -1.11269
C -3.65833 -1.54955 -1.05485
H -3.79490 -1.04032 -0.09461
H -4.38495 -2.35541 -1.14492
H -3.80543 -0.82846 -1.86246
O -1.93825 -0.22989 -3.23167
C -2.05189 -1.38207 -4.04752
H -1.09954 -1.59394 -4.54577
H -2.35751 -2.26316 -3.47875
H -2.80765 -1.14636 -4.79497
H 0.13820 1.21221 -2.85182
H 1.72032 1.09408 -0.95445
H 2.14735 -2.74904 0.92764
*
```

---

No. 5
Formula: C14H16
Source: OMol25
Level of theory: wB97M-V/def2-TZVPD

Summary:
<S²>: 0.76
LUMO level (spin up / spin down) in eV: 3.63 / 3.57
E_HOMO (spin up / spin down) in eV: 0.874 / -3.683
Energy relative to the best compared isomer or geometry (same formula, charge and spin) in kJ/mol: 17.36

ORCA input file:
```
! RIJCOSX wB97M-V def2-TZVPD def2/J DEFGRID3
* xyz -1 2
C 2.02593 -2.64713 0.43855
C -0.17960 -1.71838 1.19741
C 0.59920 -2.25360 0.18661
C -1.44166 -1.16736 0.97949
C 0.04000 -2.28537 -1.09897
C -1.90663 -1.06867 -0.34018
C -1.20809 -1.73524 -1.34667
H 0.19180 -1.67749 2.22429
H -2.03137 -0.83400 1.82623
H 2.41732 -3.24721 -0.37449
H 2.13970 -3.24391 1.34794
H 0.55833 -2.69757 -1.95477
H -2.80908 -0.52046 -0.56452
H -1.69180 -1.78847 -2.31621
H 2.68548 -1.77772 0.56714
C 2.23058 1.67579 0.29751
C -2.02567 2.17570 -0.38601
C -1.46392 2.57505 0.81277
C -1.22910 1.54967 -1.33743
C -0.06222 2.37415 1.06299
C 0.19830 1.47661 -1.16799
C 0.73397 1.81948 0.07220
H -3.09440 2.25051 -0.55883
H -2.00539 3.17297 1.53453
H -1.58345 1.17182 -2.29429
H 0.34756 2.57432 2.04644
H 0.77711 0.97469 -1.93603
H 2.77810 2.57188 0.01454
H 2.60863 0.82585 -0.28395
H 2.40040 1.47411 1.35170
*
```

---

No. 6
Formula: C14H16
Source: OMol25
Level of theory: wB97M-V/def2-TZVPD

Summary:
LUMO level in eV: 0.97
E_HOMO in eV: -8.813
Energy relative to the best compared isomer or geometry (same formula, charge and spin) in kJ/mol: 51.83

ORCA input file:
```
! RIJCOSX wB97M-V def2-TZVPD def2/J DEFGRID3
* xyz 0 1
C 1.35958 1.79011 1.57480
C 1.34040 -0.08276 -0.13209
C 1.58764 1.24208 0.19046
C 1.53449 -0.56886 -1.42009
C 1.96092 0.29486 -2.42276
C 2.07500 2.07148 -0.81779
C 2.32451 1.58857 -2.09251
H 0.94229 -0.77117 0.60369
H 1.29494 -1.60786 -1.58836
H 0.45302 1.35498 1.97806
H 1.14389 2.85732 1.53096
H 2.00207 -0.14160 -3.39153
H 2.29448 3.10281 -0.56634
H 2.86748 2.16069 -2.82419
H 2.22133 1.55356 2.19534
C -1.13018 -2.10364 2.65230
C -1.92516 -0.05701 1.43451
C -1.60685 -1.40189 1.41547
C -2.19732 0.60128 0.22792
C -1.67351 -2.07316 0.18963
C -1.92102 0.01908 -0.98595
C -1.79633 -1.38664 -0.99830
H -1.96364 0.53628 2.33682
H -2.53561 1.63158 0.23832
H -1.61864 -3.07263 2.74023
H -1.30249 -1.55251 3.57774
H -1.69192 -3.14535 0.13208
H -1.81390 0.53131 -1.93256
H -1.95128 -1.91320 -1.92445
H -0.05281 -2.28274 2.65006
*
```

---

No. 7
Formula: C14H16
Source: OMol25
Level of theory: wB97M-V/def2-TZVPD

Summary:
LUMO level in eV: 0.96
E_HOMO in eV: -8.959
Energy relative to the best compared isomer or geometry (same formula, charge and spin) in kJ/mol: 30.73

ORCA input file:
```
! RIJCOSX wB97M-V def2-TZVPD def2/J DEFGRID3
* xyz 0 1
C 3.52585 -0.22571 -0.84981
C 2.92836 2.22591 -0.90438
C 2.72089 0.96360 -0.35666
C 2.19261 3.32422 -0.48778
C 1.28745 3.19666 0.55799
C 1.79119 0.81629 0.66129
C 1.04124 1.93057 1.06209
H 3.68107 2.38337 -1.67442
H 2.29457 4.26752 -1.00151
H 3.50512 -0.21858 -1.93432
H 2.99185 -1.14341 -0.57807
H 0.67154 4.02911 0.87032
H 1.54045 -0.08365 1.21465
H 0.36777 1.82930 1.90032
H 4.51947 -0.31512 -0.41565
C -4.10409 -0.42527 0.84935
C -0.74147 -1.19260 -0.68231
C -1.84677 -0.49069 -0.24308
C -0.65300 -2.57148 -0.49730
C -2.89514 -1.17272 0.36630
C -1.69617 -3.25110 0.10893
C -2.84189 -2.56168 0.47674
H 0.12408 -0.76756 -1.18546
H -1.92904 0.59020 -0.32686
H 0.21224 -3.11659 -0.86410
H -1.69565 -4.32869 0.16225
H -4.40658 0.39041 0.18888
H -3.87363 0.06761 1.79933
H -3.73655 -3.09857 0.76349
H -4.97578 -1.05135 1.01979
*
```